1.
{"formula": "C4H9N2", "method": "the ωB97M-V functional and the def2-TZVPD basis", "orbital_gap_ev": 9.5, "multiplicity": 1, "total_energy_ev": -7264.327, "largest_force_ha_per_bohr": 0.0818, "e_homo_ev": -13.81, "de_lowest_kj_mol": 368.1, "total_charge": 1, "symbols": ["C", "C", "N", "C", "N", "C", "H", "H", "H", "H", "H", "H", "H", "H", "H"], "coordinates": [[-2.2988, 0.6163, 0.0077], [-1.0884, -0.1251, -0.0116], [0.1732, -0.1014, -0.0734], [1.4448, 0.7196, 0.0678], [2.6783, -0.0377, 0.1650], [-0.4554, -1.4318, -0.0347], [-2.4604, 0.6909, 1.0919], [-3.2395, 0.1342, -0.5003], [-2.0115, 1.6581, -0.3670], [1.4675, 1.5574, -0.6484], [1.2334, 1.2836, 0.9940], [2.8223, -0.6323, -0.6053], [3.5420, 0.3510, 0.4654], [-0.1389, -2.0486, 0.9515], [-0.3923, -2.0028, -0.9503]], "forces_ev_per_a": [[-1.239, 1.737, -0.659], [1.075, -1.044, -0.717], [0.661, 1.002, -0.142], [0.615, 1.445, 1.059], [-2.555, -0.705, 0.266], [2.171, -2.652, 2.437], [-0.582, 0.242, -0.003], [2.131, 0.859, 0.928], [-1.019, -1.260, 0.430], [-0.511, -0.795, -0.627], [0.430, -0.519, 0.017], [0.301, -0.591, -1.092], [0.072, 0.899, 0.476], [-1.383, 1.456, -2.261], [-0.168, -0.074, -0.112]], "nbo_charge": [-0.7186, 0.4574, -0.2159, -0.0471, -0.8449, -0.2186, 0.2986, 0.3095, 0.2778, 0.2159, 0.2266, 0.3785, 0.4167, 0.2394, 0.2248]}

2.
{"formula": "C28H37AsI2NO2PTi", "method": "the ωB97M-V functional and the def2-TZVPD basis", "orbital_gap_ev": [5.3, 5.3], "multiplicity": 1, "total_energy_ev": -144665.643, "largest_force_ha_per_bohr": 0.0163, "e_homo_ev": [-6.03, -6.03], "de_lowest_kj_mol": 0.0, "symbols": ["Ti", "N", "C", "C", "C", "O", "O", "H", "H", "H", "H", "H", "H", "C", "C", "C", "C", "C", "C", "P", "C", "C", "C", "C", "C", "C", "C", "C", "C", "C", "C", "C", "H", "H", "H", "H", "H", "H", "H", "H", "H", "H", "H", "H", "H", "H", "I", "C", "I", "H", "H", "C", "C", "As", "C", "C", "C", "C", "H", "H", "H", "H", "H", "H", "H", "H", "H", "H", "H", "H", "H", "H", "H"], "coordinates": [[0.2828, -0.4118, -0.7694], [-1.3633, -1.9111, -1.1938], [-2.3622, -2.0263, -0.1080], [-1.7574, -2.7086, 1.0999], [-0.6142, -1.9447, 1.7436], [-0.2674, -2.1876, 2.8775], [-0.0597, -1.0283, 0.9941], [-1.7908, -1.4989, -2.0200], [-1.0458, -2.8372, -1.4789], [-3.2372, -2.5863, -0.4470], [-2.6916, -1.0173, 0.1486], [-1.3656, -3.6942, 0.8204], [-2.5109, -2.8858, 1.8664], [-4.3211, 0.3038, 3.0519], [-3.0120, 0.2014, 3.5021], [-1.9740, 0.7097, 2.7346], [-2.2347, 1.3269, 1.5108], [-3.5532, 1.4370, 1.0722], [-4.5904, 0.9235, 1.8385], [-0.8036, 1.8660, 0.5206], [-0.4606, 3.5434, 1.1281], [-1.1673, 4.1167, 2.1827], [-0.8694, 5.4063, 2.6017], [0.1273, 6.1325, 1.9678], [0.8321, 5.5671, 0.9138], [0.5452, 4.2772, 0.4966], [-1.4343, 2.0088, -1.1521], [-2.1615, 3.0681, -1.6845], [-2.6300, 2.9745, -2.9846], [-2.3666, 1.8263, -3.7205], [-1.6062, 0.7946, -3.1842], [-1.0897, 0.8646, -1.8862], [-5.1312, -0.0992, 3.6460], [-2.7922, -0.2885, 4.4416], [-0.9508, 0.6000, 3.0760], [-3.7676, 1.9049, 0.1194], [-5.6104, 1.0078, 1.4867], [-1.9500, 3.5583, 2.6804], [-1.4232, 5.8438, 3.4221], [0.3546, 7.1392, 2.2930], [1.6113, 6.1298, 0.4168], [1.0989, 3.8363, -0.3219], [-2.3532, 3.9527, -1.0863], [-3.1969, 3.7855, -3.4226], [-2.7329, 1.7452, -4.7359], [-1.3896, -0.0526, -3.8251], [0.8798, -1.6605, -3.4296], [1.2213, -0.1241, -4.7844], [2.3410, 1.2433, -1.2813], [0.5057, -0.2228, -5.5898], [2.2541, -0.1903, -5.0981], [3.1088, -0.7306, 2.1370], [2.8523, -2.1429, 1.6184], [2.3990, -2.1632, -0.2836], [4.2214, -1.9770, -0.9895], [4.3941, -1.9746, -2.5015], [2.0444, -4.0752, -0.6002], [2.9358, -5.0486, 0.1599], [3.3950, -0.7632, 3.1892], [2.2109, -0.1184, 2.0525], [3.9074, -0.2299, 1.5870], [2.0248, -2.5982, 2.1634], [3.7332, -2.7752, 1.7490], [4.7946, -2.7859, -0.5319], [4.5921, -1.0418, -0.5661], [3.9865, -2.8749, -2.9629], [5.4556, -1.9247, -2.7516], [3.9040, -1.1120, -2.9508], [2.1366, -4.2195, -1.6792], [0.9928, -4.2482, -0.3510], [3.9909, -4.8810, -0.0593], [2.7065, -6.0791, -0.1156], [2.7978, -4.9548, 1.2370]], "forces_ev_per_a": [[0.037, 0.468, 0.004], [0.026, 0.016, -0.025], [-0.044, 0.021, -0.015], [0.040, -0.042, -0.056], [-0.318, -0.342, 0.372], [0.099, 0.081, -0.110], [0.217, 0.240, -0.269], [0.020, -0.054, 0.010], [0.035, 0.071, 0.048], [0.016, 0.021, -0.039], [-0.002, -0.023, -0.013], [-0.015, 0.004, 0.014], [0.003, 0.034, -0.002], [-0.011, 0.014, -0.016], [0.025, 0.005, 0.003], [-0.016, -0.035, -0.011], [0.007, -0.026, 0.046], [0.033, -0.030, -0.022], [0.011, 0.015, 0.030], [-0.041, -0.315, -0.129], [0.079, 0.044, -0.037], [0.035, -0.038, 0.026], [-0.001, 0.001, -0.019], [-0.010, 0.001, 0.008], [0.001, -0.025, -0.008], [-0.028, 0.024, 0.026], [0.095, 0.125, 0.011], [-0.065, 0.023, -0.037], [0.013, 0.024, 0.075], [0.038, -0.068, 0.056], [0.012, -0.120, -0.140], [-0.056, -0.091, 0.046], [-0.006, -0.006, 0.001], [0.000, -0.002, 0.005], [-0.004, -0.010, 0.003], [0.002, 0.000, -0.001], [-0.010, 0.002, -0.003], [0.007, 0.019, -0.006], [-0.003, 0.002, 0.004], [0.003, 0.007, 0.007], [0.004, 0.003, -0.008], [0.012, -0.005, -0.028], [0.001, -0.013, -0.001], [-0.001, 0.015, -0.005], [0.008, -0.014, -0.018], [0.023, 0.038, 0.024], [-0.065, -0.192, 0.187], [-0.071, 0.805, 0.215], [-0.110, -0.135, 0.050], [-0.118, -0.282, -0.149], [0.183, -0.262, -0.074], [-0.020, -0.022, 0.000], [-0.026, 0.035, 0.021], [0.107, -0.136, -0.060], [-0.067, 0.049, -0.020], [0.002, 0.013, 0.018], [-0.047, 0.039, -0.048], [0.015, 0.039, 0.027], [-0.002, 0.000, 0.004], [0.019, 0.008, 0.004], [-0.014, -0.003, 0.004], [0.006, 0.008, 0.006], [0.000, 0.001, -0.022], [-0.017, -0.020, 0.032], [-0.027, -0.007, 0.003], [-0.017, 0.002, -0.009], [0.004, -0.003, 0.011], [-0.010, -0.010, -0.015], [-0.024, 0.018, 0.009], [0.022, 0.015, 0.007], [0.008, 0.000, 0.001], [-0.015, -0.001, -0.010], [0.012, -0.014, 0.006]], "mulliken_charge": [-0.9392, -0.3632, -0.2355, -1.0589, 0.5849, -0.6632, 0.6381, 0.2834, 0.3661, 0.5251, -0.1470, 0.2373, 0.4784, -0.5778, -0.6550, -0.3911, 0.4279, -0.3371, -0.6043, 1.1238, 0.5362, -0.3646, -0.7312, -0.4847, -0.6934, -0.3433, -0.1342, -0.4636, -0.7317, -1.2004, 0.1690, 0.4153, 0.3818, 0.4110, 0.3621, 0.4393, 0.4040, 0.3769, 0.4098, 0.3722, 0.4116, 0.2502, 0.5323, 0.4201, 0.3929, 0.3355, 0.2339, -0.9014, -0.2497, 0.2682, 0.2565, -1.0586, -0.8032, 0.2143, -0.5873, -1.1586, -0.3488, -1.3181, 0.3749, -0.0444, 0.2871, 0.4489, 0.6293, 0.5210, 0.5008, 0.2934, 0.4043, 0.1529, 0.4934, 0.2162, 0.2965, 0.4162, 0.2966]}

3.
{"formula": "C18H27N2Si2Sn", "method": "the ωB97M-V functional and the def2-TZVPD basis", "orbital_gap_ev": 6.4, "multiplicity": 1, "total_energy_ev": -43676.190, "largest_force_ha_per_bohr": 0.0170, "e_homo_ev": -3.27, "de_lowest_kj_mol": 0.0, "total_charge": -1, "symbols": ["Sn", "C", "Si", "C", "C", "N", "C", "C", "C", "C", "C", "C", "N", "Si", "C", "C", "C", "H", "H", "H", "H", "H", "H", "H", "H", "H", "H", "H", "H", "H", "H", "H", "H", "H", "H", "H", "H", "H", "H", "C", "C", "C", "C", "C", "C", "H", "H", "H", "H", "H"], "coordinates": [[-0.0375, -1.7780, 0.6552], [1.0856, -0.2135, -2.6100], [2.3576, -0.0844, -1.1969], [3.7152, -1.3938, -1.5631], [3.0875, 1.6542, -1.5427], [1.6326, -0.3652, 0.3305], [2.1829, -0.0429, 1.5561], [3.4587, 0.4788, 1.7063], [4.0159, 0.7035, 2.9577], [3.2880, 0.4045, 4.0897], [1.9862, -0.0607, 3.9613], [1.4075, -0.2695, 2.7204], [0.1079, -0.7291, 2.5698], [-1.1388, -0.3802, 3.6917], [-0.9644, 1.3749, 4.4276], [-1.3224, -1.6275, 5.1502], [-2.8280, -0.4218, 2.8177], [1.5914, -0.1539, -3.5700], [0.3658, 0.5953, -2.5630], [0.5278, -1.1424, -2.5821], [4.2774, -1.1668, -2.4639], [3.2625, -2.3729, -1.6907], [4.4139, -1.4702, -0.7363], [3.2505, 1.7800, -2.6105], [4.0329, 1.8407, -1.0471], [2.3984, 2.4263, -1.2189], [4.0390, 0.6847, 0.8203], [5.0272, 1.0895, 3.0320], [3.7323, 0.5033, 5.0730], [1.4112, -0.2915, 4.8461], [-0.0410, 1.4924, 4.9826], [-1.7883, 1.6183, 5.0927], [-0.9551, 2.1016, 3.6227], [-0.4301, -1.6954, 5.7670], [-1.5406, -2.6262, 4.7811], [-2.1454, -1.3369, 5.7984], [-2.9344, 0.4163, 2.1402], [-3.6436, -0.3911, 3.5344], [-2.9323, -1.3278, 2.2325], [-3.9420, 0.6865, -1.4582], [-3.9243, -0.6922, -1.3518], [-2.8254, -1.3215, -0.7963], [-1.7206, -0.6099, -0.3335], [-1.7612, 0.7730, -0.4646], [-2.8479, 1.4190, -1.0262], [-4.7989, 1.1838, -1.8965], [-4.7743, -1.2748, -1.6913], [-2.8104, -2.4034, -0.7230], [-0.9065, 1.3382, -0.1170], [-2.8592, 2.5001, -1.1061]], "forces_ev_per_a": [[0.011, 0.504, -0.008], [0.277, -0.165, 0.646], [0.207, -0.101, -0.830], [-0.450, 0.535, 0.162], [-0.035, -0.518, 0.417], [-0.663, -0.064, -0.567], [0.117, 0.014, -0.152], [0.141, 0.009, 0.011], [0.267, 0.084, 0.105], [0.214, 0.135, 0.225], [0.172, -0.030, 0.078], [-0.134, -0.106, 0.213], [-0.571, -0.171, -0.404], [-0.655, 0.092, 0.329], [0.077, -0.625, -0.139], [0.208, 0.457, -0.472], [0.645, -0.062, 0.313], [0.197, -0.016, -0.149], [-0.189, 0.207, 0.071], [-0.189, -0.278, -0.017], [0.113, 0.097, -0.221], [-0.165, -0.180, -0.005], [0.163, 0.026, 0.206], [-0.037, -0.097, -0.203], [0.241, 0.045, 0.132], [-0.230, 0.174, 0.091], [0.143, 0.027, -0.088], [-0.024, -0.040, 0.025], [-0.027, 0.103, 0.020], [-0.033, -0.081, 0.122], [0.181, 0.059, 0.120], [-0.228, -0.043, 0.106], [0.001, 0.160, -0.237], [0.201, 0.009, 0.064], [-0.003, -0.170, -0.158], [-0.189, 0.136, 0.098], [-0.016, 0.188, -0.212], [-0.118, 0.005, 0.231], [-0.094, -0.253, -0.186], [-0.153, 0.100, -0.191], [-0.281, -0.093, -0.050], [0.393, -0.178, 0.082], [0.331, -0.260, 0.271], [0.283, -0.072, 0.062], [-0.098, 0.279, 0.058], [-0.015, 0.046, 0.020], [0.004, 0.007, -0.021], [-0.100, -0.149, 0.009], [0.086, 0.220, 0.056], [0.022, 0.032, -0.032]], "nbo_charge": [1.0644, -1.1137, 1.8185, -1.1206, -1.1104, -1.2669, 0.2213, -0.2989, -0.2394, -0.2651, -0.2656, 0.1157, -1.2574, 1.8243, -1.1152, -1.1156, -1.1158, 0.2193, 0.2358, 0.2305, 0.2147, 0.2287, 0.2295, 0.2208, 0.2204, 0.2313, 0.1908, 0.1900, 0.1913, 0.1932, 0.2324, 0.2182, 0.2321, 0.2213, 0.2262, 0.2158, 0.2392, 0.2187, 0.2311, -0.2429, -0.2303, -0.2546, -0.4215, -0.1824, -0.2383, 0.1953, 0.1945, 0.1949, 0.1997, 0.1943]}